A molecular structure, C47H55BDyN9O3S6 in a non-equilibrium geometry, computed with ωB97M-V with the def2-TZVPD basis set.

Geometry as XYZ:
```
122
Properties=species:S:1:pos:R:3:forces:R:3:lowdin_spin:R:1
Dy -1.390 0.150 -0.870 0.21 -0.47 1.10 5.070
S 1.368 1.499 -2.470 -0.64 -0.12 -0.35 -0.004
S -6.404 0.836 0.041 0.51 0.01 0.06 0.000
S 0.180 -3.359 -2.619 -0.61 -0.58 0.53 0.000
S 1.979 -1.188 2.035 -0.27 0.64 0.23 0.000
S -0.157 2.143 0.630 -0.13 -0.20 -0.15 -0.007
S -1.908 -0.310 2.115 0.00 -0.06 -0.41 -0.009
O -1.209 0.109 -3.274 0.29 -0.79 0.26 -0.009
O -1.005 -2.393 0.141 0.02 0.05 -0.04 -0.007
O -2.126 1.855 -2.274 -0.16 0.31 1.07 -0.005
N 1.412 -0.058 7.199 0.00 0.02 -0.15 0.000
N 2.407 -3.815 1.470 -0.01 0.48 -0.58 0.000
N 2.178 -1.614 -2.610 -0.08 -0.01 -0.50 0.000
N 3.522 2.121 -0.907 -0.32 -0.73 0.18 0.000
N -3.823 1.090 0.050 0.57 -0.62 -0.81 -0.006
N 2.915 0.003 -0.877 0.12 0.55 -0.02 -0.001
N 2.506 -2.428 -0.258 -0.04 -0.22 0.31 0.000
N 3.634 2.794 5.298 -0.09 -0.05 -0.03 0.000
N 1.509 -2.108 -4.655 0.20 0.53 0.73 0.000
C 1.621 -3.627 -6.528 -0.13 0.15 0.10 0.000
C 2.739 -4.543 0.344 0.22 -0.25 -0.57 0.000
C 4.014 0.139 -0.080 0.49 0.04 0.19 0.000
C 4.693 4.220 -0.457 -0.16 -0.23 -0.10 0.000
C 2.646 -1.328 -4.741 0.59 0.18 0.03 0.000
C -3.265 3.951 4.114 0.11 0.12 0.12 0.000
C -4.278 1.854 1.087 -0.84 0.42 0.59 0.000
C 3.872 3.650 -2.754 -0.05 -0.03 0.15 0.000
C 1.632 1.683 4.171 -1.14 -0.76 -0.48 0.000
C 2.270 -2.508 1.075 0.20 0.25 0.44 0.000
C 0.786 -2.532 -5.847 -0.26 -0.40 -0.54 0.000
C 1.968 -4.345 2.759 -0.18 -0.15 0.64 0.000
C 0.872 0.680 4.817 -0.23 0.56 -1.34 0.000
C -3.332 -2.218 -2.636 0.29 0.03 0.35 0.000
C -3.346 -1.182 -1.677 -0.98 0.32 -0.35 -0.009
C -5.712 -0.852 -2.393 0.08 0.19 0.13 0.000
C 2.244 4.202 -0.919 0.07 0.02 0.02 0.000
C -3.490 2.577 1.979 0.03 0.05 0.04 0.000
C -6.277 2.507 2.302 -0.05 0.09 0.14 0.000
C -4.768 0.479 -0.577 -0.71 0.64 0.73 0.000
C -5.675 1.832 1.258 0.36 -0.10 -0.35 0.000
C 3.043 -1.031 -3.492 0.31 0.03 -0.47 0.000
C 1.272 2.071 2.885 0.13 -0.04 0.25 0.000
C 2.174 -5.862 2.802 0.01 0.27 -0.14 0.000
C 0.476 -4.034 2.920 0.13 -0.04 0.01 0.000
C -4.414 -2.555 -3.431 -0.07 -0.10 -0.03 0.000
C -1.772 1.213 -3.275 -0.38 0.64 -2.37 -0.002
C 1.185 0.272 6.118 0.22 -0.44 1.37 0.000
C -0.550 0.479 2.843 -0.05 0.12 -0.04 0.000
C 2.728 2.280 4.801 1.10 0.65 0.58 0.000
C -4.076 3.222 3.053 0.04 -0.03 -0.14 0.000
C 2.801 -3.690 -0.699 0.20 -0.61 -0.10 0.000
C 1.250 -2.300 -3.325 0.06 -0.34 -0.05 0.000
C -0.606 -3.063 -5.522 0.06 -0.06 -0.01 0.000
C 3.579 3.536 -1.253 0.00 0.72 -0.32 0.000
C 4.396 1.433 -0.091 0.43 -0.37 0.25 0.000
C 0.608 -1.318 -6.769 0.07 -0.08 0.14 0.000
C 2.775 -3.702 3.890 -0.06 -0.01 -0.08 0.000
C 2.608 1.222 -1.374 -0.14 0.20 -0.34 0.000
C -3.721 5.415 4.169 0.07 -0.18 0.03 0.000
C -3.511 3.269 5.468 0.04 0.10 -0.13 0.000
C -1.761 3.919 3.841 -0.23 -0.05 0.02 0.000
C -4.607 -0.522 -1.600 0.59 -0.86 -0.49 0.000
C -5.469 3.180 3.194 -0.24 -0.01 0.00 0.000
C -5.615 -1.865 -3.318 -0.14 -0.09 -0.17 0.000
C -0.199 0.106 4.137 0.29 0.19 0.32 0.000
C 0.203 1.503 2.201 -0.27 0.01 0.24 0.000
B 2.058 -1.242 -1.122 -0.63 0.07 0.12 -0.003
H -1.390 2.898 3.843 0.09 -0.09 -0.04 0.000
H 3.023 -3.894 -1.726 -0.03 -0.05 -0.14 0.000
H -1.154 -2.324 -4.944 -0.15 0.02 0.08 0.000
H 3.220 -6.120 2.653 0.13 -0.06 -0.03 0.000
H -4.776 5.489 4.423 -0.13 0.08 0.04 0.000
H 4.699 5.281 -0.698 -0.04 0.05 -0.06 0.000
H -0.778 -0.669 4.617 -0.01 -0.04 0.06 0.000
H -0.549 -3.975 -4.938 -0.10 0.04 -0.08 0.000
H -3.201 2.228 5.416 0.03 -0.13 0.02 0.000
H -4.562 3.300 5.747 -0.12 0.00 0.06 0.000
H -3.570 5.885 3.199 0.01 0.09 -0.09 0.000
H 5.669 3.807 -0.709 0.11 -0.02 0.03 0.000
H 4.519 4.114 0.611 0.04 0.02 0.14 0.000
H 1.963 3.997 0.111 -0.02 0.03 0.07 0.000
H -1.234 4.468 4.623 0.02 0.05 0.07 0.000
H 0.889 -0.953 -0.866 0.39 -0.20 -0.05 -0.004
H 3.889 4.696 -3.052 0.03 0.16 -0.03 0.000
H 4.429 -0.694 0.450 0.04 -0.09 0.15 0.000
H -2.932 3.759 6.249 0.07 0.08 0.11 0.000
H 1.847 2.839 2.387 0.06 0.04 0.00 0.000
H -4.325 -3.359 -4.155 0.03 -0.04 0.01 0.000
H -1.143 -3.260 -6.449 0.03 0.07 -0.23 0.000
H -5.944 3.675 4.029 0.00 0.06 0.08 0.000
H 1.117 -3.997 -7.417 -0.10 -0.03 -0.15 0.000
H -1.517 4.369 2.882 0.08 0.02 -0.15 0.000
H 3.874 -0.440 -3.163 0.08 0.15 0.01 0.000
H 4.831 3.193 -2.993 0.13 -0.02 -0.01 0.000
H 3.087 3.135 -3.305 0.05 0.05 -0.08 0.000
H 5.203 1.898 0.434 0.08 0.09 0.08 0.000
H 0.325 -2.959 2.931 -0.09 0.09 -0.01 0.000
H -1.502 -3.087 -0.311 0.06 0.19 0.02 0.000
H 1.569 -6.362 2.049 -0.06 -0.10 -0.09 0.000
H -0.084 -4.456 2.088 -0.07 -0.06 -0.09 0.000
H -2.421 -2.795 -2.758 0.08 0.07 -0.12 0.000
H -6.633 -0.287 -2.285 -0.04 -0.07 -0.07 0.000
H 2.600 -3.250 -6.817 0.12 0.05 -0.03 0.000
H 2.917 -5.597 0.361 0.00 -0.16 0.01 0.000
H 1.554 -0.915 -7.120 0.09 0.03 -0.05 0.000
H 0.101 -4.449 3.852 -0.03 -0.11 0.16 0.000
H -6.463 -2.123 -3.942 0.01 0.01 -0.02 0.000
H 1.760 -4.455 -5.838 0.01 -0.10 0.08 0.000
H -1.995 1.671 -4.277 0.10 -0.13 0.35 0.000
H 2.314 5.278 -1.068 0.11 0.17 -0.04 0.000
H -7.350 2.482 2.426 -0.11 0.03 0.06 0.000
H -3.145 5.961 4.914 0.06 0.09 0.11 0.000
H 3.833 -3.940 3.792 0.14 -0.07 -0.02 0.000
H -2.426 2.585 1.808 0.12 0.00 0.02 0.000
H 2.654 -2.622 3.854 0.07 -0.05 0.09 0.000
H 1.870 -6.229 3.779 -0.03 0.03 0.08 0.000
H 3.084 -1.047 -5.675 0.05 0.09 -0.16 0.000
H 0.080 -0.536 -6.227 -0.06 0.10 0.03 0.000
H 2.420 -4.061 4.853 -0.06 -0.14 0.13 0.000
H 0.021 -1.607 -7.639 -0.06 -0.05 -0.07 0.000
H 1.459 3.803 -1.554 -0.04 0.07 0.09 0.000
H -1.389 -2.252 1.029 0.05 0.12 -0.16 0.000
```
Forces are in eV/Å.

The multiplicity is 6. For the total energy, the calculation gives -5841.9652 Eh. As for the net charge: -2.